[1]
DFT (the ωB97M-V functional and the def2-TZVPD basis) results for an isolated ion of composition C6H12NO and charge -1.

Properties
charge	-1
HOMO energy	-0.0878	Eh
LUMO energy	3.871	eV
ΔE to the lowest compared entry with this formula, charge and spin	52.1	kJ/mol
HOMO-LUMO gap	6.3	eV
E_tot	-9952.80657	eV
SMILES	C=CC[C@H](C[O-])NC

Geometry as XYZ:
```
20
C6H12NO the ωB97M-V functional and the def2-TZVPD basis
O 1.80 -2.24 -0.46
N -0.81 -0.94 0.37
C -0.07 0.94 -1.01
C -0.47 -1.85 1.48
C -0.75 2.08 -0.33
C 0.37 -0.27 -0.19
C 1.25 -1.20 -1.07
C -0.52 2.67 0.84
H 0.21 2.29 1.56
H -1.40 -2.33 1.81
H -1.05 3.56 1.12
H 0.55 -1.45 -1.92
H -0.66 0.57 -1.86
H -1.15 -1.53 -0.38
H -1.43 2.60 -1.00
H 0.86 1.32 -1.48
H -0.06 -1.25 2.30
H 0.28 -2.57 1.18
H 1.06 0.07 0.60
H 1.99 -0.48 -1.55
```


[2]
DFT (the ωB97M-V functional and the def2-TZVPD basis) results for a 10-piece molecular cluster, C15H50O10 overall.

Properties
charge	0
HOMO energy	-0.3413	Eh
LUMO energy	0.268	eV
ΔE to the lowest compared entry with this formula, charge and spin	545.7	kJ/mol
HOMO-LUMO gap	9.6	eV
E_tot	-36836.36007	eV
SMILES	CCO.CCO.CCO.CCO.CCO.CO.CO.CO.CO.CO

Geometry as XYZ:
```
75
C15H50O10 the ωB97M-V functional and the def2-TZVPD basis
O -1.16 3.04 2.01
O 2.05 2.11 1.00
O -2.08 -3.43 0.96
O 0.87 0.83 -4.30
O -3.89 0.01 -0.99
O 0.32 -1.59 -2.85
O -1.01 -3.57 -1.53
O -1.40 1.46 -0.87
O 0.03 0.30 1.02
O 0.26 -1.46 3.40
C -0.97 -3.86 1.79
C -0.78 2.58 -1.34
C 2.17 1.51 -4.15
C 1.37 -1.35 5.59
C 0.42 -2.55 -3.88
C 2.76 1.35 -2.74
C -2.84 -5.02 -1.75
C 4.46 2.47 0.76
C 1.04 -0.66 4.29
C -1.19 5.47 2.58
C -3.71 0.00 0.42
C 0.51 -0.70 0.15
C -0.94 4.36 1.52
C -2.31 -3.62 -1.97
C 3.30 1.52 0.97
H 0.27 -2.07 -4.85
H -0.66 -4.85 1.42
H -2.72 -5.32 -0.71
H -1.60 4.48 0.70
H -0.12 -3.21 1.82
H -0.24 -1.39 -0.19
H 2.86 1.12 -4.91
H 0.14 -0.97 2.57
H 0.50 -0.74 -3.23
H -2.36 -3.40 -3.03
H 1.01 -0.25 -0.75
H -4.31 -0.84 -1.18
H -0.50 2.80 2.67
H -1.45 3.41 -1.42
H 1.92 -0.30 3.76
H -3.09 0.89 0.74
H 5.29 1.86 0.86
H 1.48 -2.93 -3.95
H -2.35 1.36 -1.17
H 0.41 1.02 -5.15
H -2.22 5.44 3.00
H 2.11 2.52 -4.47
H -0.62 5.38 3.51
H -1.30 -3.92 2.78
H -0.55 0.89 0.45
H 2.80 0.44 -2.23
H 3.46 1.00 1.90
H 3.82 1.67 -2.85
H 4.46 3.21 1.50
H -1.86 -3.49 0.03
H -4.72 0.11 0.93
H 2.21 1.94 -2.10
H 0.39 0.24 4.44
H -3.02 -2.89 -1.52
H 4.60 2.97 -0.19
H -2.38 -5.69 -2.43
H -0.37 2.34 -2.33
H 1.26 -1.35 0.62
H 1.74 -0.64 6.35
H 0.17 2.82 -0.79
H 0.13 4.38 1.12
H 1.45 1.37 1.05
H -3.28 -0.88 0.84
H 0.55 -1.81 6.14
H -0.60 -2.76 -1.85
H 3.24 0.72 0.27
H -3.93 -4.99 -1.97
H 2.16 -2.11 5.33
H -0.38 -3.30 -3.85
H -1.10 6.51 2.22
```


[3]
DFT (the ωB97M-V functional and the def2-TZVPD basis) results for a 3-piece molecular cluster, C18H36BrN2O2 overall.

Properties
charge	0
HOMO energy	-0.2545	Eh
LUMO energy	-4.180	eV
HOMO-LUMO gap	2.7	eV
E_tot	-96359.67764	eV
multiplicity	2

Geometry as XYZ:
```
59
C18H36BrN2O2 the ωB97M-V functional and the def2-TZVPD basis
Br 14.74 18.50 -2.91
O 14.60 21.42 -6.25
O 16.67 15.80 -8.48
N 14.81 22.77 -6.00
N 16.60 14.81 -7.58
C 17.42 22.68 -6.02
C 15.60 12.75 -6.59
C 15.25 22.43 -3.48
C 16.02 16.54 -5.85
C 15.57 13.66 -7.84
C 16.04 23.22 -8.06
C 12.90 22.64 -4.36
C 14.41 24.65 -4.36
C 16.06 12.80 -9.03
C 15.79 25.33 -4.68
C 16.92 14.22 -5.15
C 14.39 23.10 -4.57
C 16.09 23.37 -6.53
C 18.47 15.75 -6.23
C 15.63 13.42 -5.22
C 16.04 24.91 -6.20
C 14.29 14.38 -8.20
C 16.97 15.35 -6.19
H 16.05 22.18 -8.39
H 13.73 25.26 -4.95
H 15.96 16.85 -4.81
H 15.28 25.42 -6.80
H 15.03 22.65 -2.43
H 12.34 23.32 -3.72
H 16.96 25.46 -6.38
H 17.14 12.75 -9.05
H 15.72 12.63 -4.47
H 19.20 15.05 -6.61
H 14.83 11.99 -6.53
H 18.18 23.05 -6.71
H 15.56 11.83 -9.05
H 16.52 12.16 -6.65
H 16.67 25.14 -4.07
H 12.73 21.64 -3.97
H 17.78 13.60 -5.42
H 17.44 21.59 -6.15
H 17.22 14.58 -4.16
H 18.48 16.67 -6.82
H 16.28 17.39 -6.47
H 12.34 22.71 -5.29
H 17.74 23.02 -5.04
H 16.83 23.71 -8.63
H 14.98 16.38 -6.14
H 14.51 15.03 -9.05
H 15.00 21.37 -3.55
H 15.11 23.48 -8.57
H 14.70 13.92 -4.97
H 13.67 14.74 -7.39
H 16.33 22.36 -3.60
H 18.79 16.05 -5.23
H 13.59 13.74 -8.73
H 15.92 13.30 -9.99
H 14.10 24.83 -3.33
H 15.71 26.40 -4.50
```


> Among the records above, which one has the lowest LUMO energy?

C18H36BrN2O2